# 1
Below is a single C10H14N2O2 molecule, with properties calculated with ωB97M-V/def2-TZVPD.

The geometry in XYZ format:
```
28
Properties=species:S:1:pos:R:3:nbo_charge:R:1
C 2.09565 -1.36917 -1.75261 -0.0743
C 1.79709 -2.56220 -2.37793 -0.3206
C 1.52418 -0.26412 -1.09222 -0.3993
C 0.58150 -3.07389 -2.87386 -0.1278
C -1.67298 1.11093 2.31972 -0.3982
C -0.92404 2.36207 1.66705 -0.4060
C -1.29515 -0.04060 1.41694 -0.2105
C 0.20916 1.78159 0.92688 -0.2207
C 0.48256 -0.42937 -0.23014 0.1040
C -0.48506 -2.48697 -3.47556 -0.1670
N -0.18503 0.45374 0.56383 -0.3872
N -1.50981 -3.31336 -3.96717 0.4899
O -2.47678 -2.79260 -4.52722 -0.4024
O -1.36770 -4.52827 -3.88238 -0.4196
H 3.17649 -1.31701 -1.50141 0.1917
H 2.38441 -3.47367 -2.29275 0.2257
H 2.13005 0.62855 -1.15164 0.2174
H 0.43974 -4.11142 -2.83542 0.2374
H -1.23547 0.87813 3.35440 0.1977
H -2.69006 1.20144 2.46305 0.2198
H -1.61214 2.63139 0.92876 0.2037
H -0.73970 3.24184 2.29279 0.2299
H -1.07327 -1.06300 1.79875 0.2135
H -2.23422 -0.15584 0.70522 0.1817
H 0.58244 2.17973 -0.02155 0.2093
H 1.09211 1.82248 1.53258 0.1799
H -0.02479 -1.33966 -0.29299 0.1976
H -0.84052 -1.41846 -3.63912 0.2345
```

The calculation puts the orbital gap at 7.0 eV. Its SMILES is O=[N+]([O-])/C=C/C=C\C=C\N1CCCC1. The calculation puts the electronic energy at -649.21110 Eh. The HOMO energy is -7.7 eV. As for the energy above the lowest of the compared OMol25 structures with the same formula, charge and spin: 118.9 kcal per mole. As for the net charge: 0.

=====

# 2
Below is a molecular structure, C8H5BrClNO4ReSbSe4, with properties calculated with ωB97M-V/def2-TZVPD.

The geometry in XYZ format:
```
26
Properties=species:S:1:pos:R:3:nbo_charge:R:1
Re 0.93950 0.50504 -1.15008 0.5156
Se 5.15882 3.32329 -1.00635 -0.1081
Sb 4.60873 1.31939 -2.21361 1.0932
Se 2.81890 0.46521 0.06978 0.2668
Se 0.53827 -1.69419 -1.77576 0.6897
Se 4.83331 -0.65714 -3.54480 -0.1241
Br -3.41261 -0.12306 5.18113 0.1540
C -2.84540 -1.23262 3.76548 -0.1389
C -3.13522 -2.60726 3.78771 0.1017
N -2.78946 -3.38567 2.79659 -0.3835
C -2.12779 -2.94506 1.75804 0.1157
C -1.71438 -1.60410 1.68539 -0.2389
C -2.10242 -0.72888 2.70420 -0.1324
C -0.86850 -1.17428 0.56292 0.8383
O -0.53881 -2.10828 -0.26172 -0.6058
O -0.48776 0.00607 0.43442 -0.6304
H -3.64007 -3.07343 4.62407 0.2349
H -1.90929 -3.65668 0.97755 0.2203
H -1.81520 0.31326 2.67743 0.2457
Cl -0.18431 2.32911 -1.68656 0.2821
C 0.67033 3.07998 -3.04343 -0.4992
C 2.02609 2.40570 -3.17793 0.7715
O 3.01590 2.98889 -3.55962 -0.5415
O 2.09246 1.17396 -2.80496 -0.7260
H 0.79203 4.14442 -2.85069 0.3013
H 0.07687 2.93631 -3.94917 0.2981
```

The calculation puts the orbital gap (spin up / spin down) at 3.9 / 3.8 eV. The calculation puts the electronic energy at -13621.37468 Eh. The HOMO energy (spin up / spin down) is -14.3 / -14.3 eV. As for the net charge: +2.

=====

# 3
Below is a molecular structure, C19H31BrNO4RhSe4Si, with properties calculated with ωB97M-V/def2-TZVPD.

The geometry in XYZ format:
```
62
Properties=species:S:1:pos:R:3:nbo_charge:R:1
Rh -1.97944 2.79604 0.54061 0.8119
O 0.40853 5.22883 -2.50115 -0.6606
C -0.14871 4.47870 -1.54466 0.7792
O -1.26276 4.02087 -1.64019 -0.5799
C 0.73937 4.25917 -0.36651 0.0573
C 2.06147 4.65350 -0.30909 -0.1913
C 2.77532 4.32995 0.84470 -0.1652
C 2.15070 3.63769 1.86307 -0.1819
C 0.81204 3.28010 1.71724 0.1241
N 0.13774 3.60049 0.62363 -0.4558
C 0.06461 2.47187 2.78591 0.7313
O 0.68888 2.20721 3.80220 -0.6486
O -1.11530 2.11730 2.47915 -0.7435
H -0.23599 5.30006 -3.22245 0.5081
H 2.51729 5.18387 -1.12977 0.2427
H 3.81372 4.61720 0.93075 0.2278
H 2.64960 3.34828 2.77626 0.2609
Se -2.94527 4.86912 1.54246 -0.1060
Se -5.17909 4.94409 1.39936 0.1069
Se -5.83135 3.16500 -0.00685 0.0157
Se -4.07868 1.70013 0.00223 -0.2032
C -1.06251 -3.47469 1.37961 -0.6096
C -1.47016 -2.13665 0.73752 -0.6089
C -1.86286 -1.17267 1.86773 -0.6068
C -2.73946 -2.37283 -0.09426 -0.6079
Si -0.05219 -1.45478 -0.34960 2.0061
Br -0.65691 0.70216 -0.85768 -0.3780
C 0.07094 -2.25367 -2.09714 -0.5957
C 0.14822 -3.78546 -1.99130 -0.6109
C 1.32303 -1.76971 -2.84278 -0.6087
C -1.12132 -1.91024 -3.00605 -0.6106
C 1.63188 -1.28988 0.54885 -0.6099
C 1.42856 -0.90629 2.02118 -0.6052
C 2.52349 -0.19400 -0.05692 -0.6035
C 2.40631 -2.61837 0.51651 -0.6087
H -1.91639 -3.85685 1.94675 0.2131
H -0.23777 -3.36405 2.08212 0.2107
H -0.78957 -4.24037 0.65353 0.2087
H -2.70310 -1.61124 2.41160 0.2063
H -2.18414 -0.19970 1.49450 0.2205
H -1.06982 -0.98412 2.58763 0.2261
H -3.54244 -2.67516 0.58298 0.2120
H -2.62681 -3.16531 -0.83371 0.2025
H -3.07107 -1.46734 -0.60698 0.2198
H 0.97567 -4.13204 -1.37242 0.2126
H 0.29685 -4.19644 -2.99407 0.2094
H -0.77045 -4.22044 -1.60061 0.2101
H 2.25247 -2.07424 -2.36637 0.2064
H 1.33521 -0.68459 -2.95521 0.2152
H 1.31684 -2.20213 -3.84706 0.2078
H -2.07658 -2.25394 -2.61823 0.2162
H -0.96486 -2.40014 -3.97089 0.2031
H -1.19893 -0.84016 -3.18848 0.2208
H 0.83091 -0.00341 2.14080 0.2277
H 2.40481 -0.71306 2.47364 0.2104
H 0.95490 -1.69372 2.60598 0.2081
H 2.08344 0.79442 0.08022 0.2133
H 2.73222 -0.32564 -1.11583 0.2115
H 3.48056 -0.20564 0.47145 0.2053
H 1.83947 -3.45292 0.92996 0.2127
H 3.30497 -2.50620 1.13001 0.2115
H 2.73391 -2.89797 -0.48387 0.2065
```

The calculation puts the orbital gap (spin up / spin down) at 6.8 / 6.1 eV. The calculation puts the electronic energy at -13678.21505 Eh. As for the expectation value of S²: 6.0222. The spin multiplicity is 5. The HOMO energy (spin up / spin down) is -7.5 / -8.1 eV. As for the energy above the lowest of the compared OMol25 structures with the same formula, charge and spin: 0.0 kcal per mole. As for the net charge: 0.

=====

# 4
Below is a single C7H13Cl2P molecule, with properties calculated with ωB97M-V/def2-TZVPD.

The geometry in XYZ format:
```
23
Properties=species:S:1:pos:R:3:nbo_charge:R:1
C 1.43616 -0.32996 -0.08840 -0.6515
C -0.43951 -1.46756 -1.09415 -0.3831
C -1.21450 -0.45607 -0.22813 -0.7617
C 0.96511 -1.72005 -0.42626 -0.2653
C 0.91910 -2.70299 0.78209 -0.6164
C -0.90171 3.27162 0.10651 -0.5925
C 0.10308 2.17611 -0.12145 -0.7535
P 0.07785 0.53484 0.56659 1.4539
Cl 2.98382 -0.15687 0.63231 -0.0186
Cl -0.41883 0.90568 2.55150 -0.3140
H -1.11557 -2.30571 -1.43209 0.2262
H -0.22204 -1.07882 -2.21829 0.2136
H -1.82295 0.15828 -0.76448 0.2337
H -1.92937 -0.94289 0.42208 0.2537
H 1.49834 -2.17756 -1.25106 0.2166
H 0.15553 -2.16189 1.39712 0.1906
H 1.86238 -2.80974 1.27165 0.2275
H 0.30512 -3.68328 0.58813 0.2091
H -1.92521 2.85696 -0.12497 0.1998
H -0.79738 3.59002 1.05719 0.2157
H -0.71781 4.00812 -0.74183 0.2225
H 1.13608 2.65281 0.22833 0.2560
H 0.06230 1.83896 -1.11239 0.2376
```

The calculation puts the orbital gap at 8.0 eV. Its SMILES is CC[P@]1(Cl)=C(Cl)[C@@H](C)CC1. The calculation puts the electronic energy at -1536.18637 Eh. The HOMO energy is -7.4 eV. As for the energy above the lowest of the compared OMol25 structures with the same formula, charge and spin: 28.7 kcal per mole. As for the net charge: 0.

=====

# 5
Below is a gas-phase ion, C3H4NO2S (charge -1), with properties calculated with ωB97M-V/def2-TZVPD.

The geometry in XYZ format:
```
11
Properties=species:S:1:pos:R:3:nbo_charge:R:1
C 0.53801 -0.33449 1.15229 0.0938
C -0.51010 0.15222 -0.88056 0.3067
C 0.60730 1.29613 -0.42038 0.0508
N 1.07184 0.94210 0.70734 -0.5807
O 0.03779 -0.29853 -2.13584 -0.7786
O -0.54027 -0.66059 0.25285 -0.5649
S 1.15782 2.36263 -1.54373 -0.4395
H 1.16860 -1.22944 1.02546 0.1500
H 0.18102 -0.32241 2.29680 0.1386
H -1.54802 0.58459 -1.04490 0.1314
H 0.48524 0.38348 -2.58805 0.4925
```

The calculation puts the orbital gap at 7.4 eV. Its SMILES is O[C@H]1OCN=C1[S-]. The calculation puts the electronic energy at -720.15498 Eh. The HOMO energy is -3.5 eV. As for the energy above the lowest of the compared OMol25 structures with the same formula, charge and spin: 20.1 kcal per mole. As for the net charge: -1.

=====

# 6
Below is a single C20H13ClN8O molecule, with properties calculated with ωB97M-V/def2-TZVPD.

The geometry in XYZ format:
```
43
Properties=species:S:1:pos:R:3:nbo_charge:R:1
Cl -1.11323 3.83730 -0.62583 -0.0008
N 4.13244 -0.47477 -0.60196 -0.2543
N 2.90012 -0.03048 -0.52484 -0.1813
N -1.93658 5.38811 2.70688 -0.4596
N -2.94868 3.28991 2.39440 -0.4955
N -1.60585 -1.35556 -1.21441 -0.4801
N 0.05168 -2.54927 -2.31689 -0.5441
O -0.61017 3.54268 2.53858 -0.4531
C 5.06688 -2.78979 -0.87399 -0.0694
C 4.70706 -4.19113 -0.96730 -0.3236
C 4.08154 -1.82794 -0.80340 0.0470
C 3.38118 -4.57047 -0.97065 0.0649
C 2.72126 -2.23860 -0.89864 0.0851
C 2.01792 -1.09218 -0.71454 0.1680
C -1.84258 4.05688 2.55186 0.6736
C -0.32797 -1.64248 -1.38869 0.5814
C -3.14087 5.95534 2.67248 0.0903
C -4.17435 3.84217 2.34204 0.0822
C -2.51493 -1.90975 -1.98185 0.1069
C -0.86259 -3.04183 -3.15494 0.0965
C -4.30749 5.20098 2.50062 -0.3217
C -2.20481 -2.81914 -2.96764 -0.3436
C 0.07242 1.29594 2.35639 -0.2281
C 0.37151 0.14300 1.59957 -0.1967
C -0.23010 1.27958 -0.40516 -0.2208
C -0.59865 2.43055 0.32128 -0.0429
C -0.44403 2.44086 1.72926 0.2600
C 0.26700 0.12987 0.20099 0.2434
N 2.36788 -3.59123 -0.94729 -0.4827
N 0.60933 -0.95716 -0.59447 -0.4576
H 6.11409 -2.50987 -0.84698 0.2312
H 5.47131 -4.94708 -1.00130 0.2317
H 3.08846 -5.60019 -1.05306 0.2178
H -3.22401 7.01450 2.80036 0.1967
H -5.06897 3.27045 2.19074 0.2014
H -3.56437 -1.73840 -1.79662 0.1963
H -0.55868 -3.80251 -3.84983 0.1957
H -5.25935 5.76681 2.48880 0.2228
H -2.93417 -3.32235 -3.63475 0.2289
H 0.20028 1.36790 3.43031 0.2350
H 0.75734 -0.78651 2.04918 0.2207
H -0.33012 1.34200 -1.49113 0.2320
H 1.42281 -3.80609 -1.24760 0.4463
```

The calculation puts the orbital gap at 7.1 eV. Its SMILES is Clc1cc(N(c2ncccn2)c2nnc3ccc[nH]c2-3)ccc1Oc1ncccn1. The calculation puts the electronic energy at -1743.37450 Eh. The HOMO energy is -7.6 eV. As for the energy above the lowest of the compared OMol25 structures with the same formula, charge and spin: 0.0 kcal per mole. As for the net charge: 0.